{
  "formula": "C21H23N3NaO2S3",
  "method": "the ωB97M-V functional and the def2-TZVPD basis",
  "symbols": ["H", "H", "N", "C", "H", "H", "C", "C", "H", "H", "C", "H", "O", "S", "C", "H", "N", "H", "C", "H", "H", "C", "H", "C", "H", "C", "C", "C", "N", "H", "Na", "H", "C", "S", "H", "H", "O", "H", "C", "C", "C", "C", "C", "H", "H", "C", "S", "H", "C", "C", "H", "C", "H"],
  "positions_angstrom": [[0.0792, 3.9505, 4.2706], [-6.1365, 1.1596, -4.5151], [4.6734, 3.0244, 0.4860], [3.4810, -2.3367, 1.4699], [-2.9957, -2.1195, 0.1277], [-0.8038, -3.2348, -0.2047], [-5.4778, 1.2547, -3.6626], [-0.8630, -2.1491, -0.0965], [2.1364, -0.6699, 1.2578], [-0.6462, -1.4151, -2.8988], [-3.2987, 1.0918, -2.6904], [-5.5255, 2.1635, -0.3984], [-0.3294, -0.2812, 1.6810], [2.7635, 1.6801, -0.7143], [1.2134, -3.8612, 1.9798], [-3.7268, 0.6595, -4.7550], [0.0801, 3.5547, 3.3532], [-0.0544, -1.6920, -0.6722], [-1.6900, -1.0971, -2.9554], [-3.6188, -1.4801, -2.1052], [4.5738, -4.1596, 1.7547], [5.4880, 3.3998, 1.4926], [-2.0275, -1.3086, -3.9731], [-5.1344, 1.8205, -1.3468], [4.8005, 3.3956, -0.4460], [0.0779, 3.0873, 2.2951], [-2.2361, -1.6082, -0.4693], [2.2333, -1.7312, 1.4459], [3.4425, 1.5979, 1.8697], [2.5573, -5.5110, 2.2179], [0.1518, 1.4566, 0.3232], [-2.2840, -0.5514, -0.2076], [-2.5878, -1.8007, -1.9445], [-0.5126, -1.7692, 1.6363], [4.3658, -1.7442, 1.2772], [0.3265, -4.4449, 2.1982], [-0.8837, 1.0508, -1.5932], [4.0142, 1.5133, 3.8182], [-3.7827, 1.5275, -1.4697], [2.4658, -4.4565, 1.9953], [-4.1291, 0.9682, -3.7969], [-5.9793, 1.6777, -2.4376], [3.5972, -3.6942, 1.7378], [5.9206, 3.1372, 3.5661], [6.2604, 4.1137, 1.2442], [1.1127, -2.5084, 1.6891], [-1.5662, 0.7100, -2.8859], [-7.0315, 1.9078, -2.3378], [3.6510, 2.1120, 0.6282], [5.2954, 2.8738, 2.7287], [-2.5603, -2.8678, -2.1857], [4.2256, 1.9623, 2.8526], [-3.1054, 1.6421, -0.6340]],
  "forces_ev_per_a": [[-0.03, 0.01, 0.00], [0.00, 0.00, 0.00], [0.00, -0.06, 0.02], [0.02, -0.02, 0.01], [0.01, 0.00, 0.01], [0.01, 0.00, 0.01], [0.00, 0.00, 0.01], [-0.04, 0.01, -0.04], [0.00, 0.01, 0.00], [-0.01, -0.01, 0.01], [-0.02, 0.01, 0.01], [0.00, 0.00, 0.00], [0.02, 0.11, -0.08], [-0.06, 0.05, -0.08], [-0.01, -0.03, 0.00], [-0.01, 0.00, 0.00], [0.03, 0.04, 0.00], [0.00, 0.02, 0.02], [-0.01, -0.03, -0.01], [0.00, 0.00, 0.01], [0.00, 0.00, 0.00], [0.00, 0.01, -0.04], [0.00, 0.02, 0.00], [0.01, 0.00, -0.01], [0.00, 0.01, 0.00], [0.00, -0.04, 0.02], [-0.02, 0.00, 0.00], [-0.03, 0.00, 0.00], [-0.07, 0.01, 0.01], [0.01, 0.00, 0.00], [0.06, -0.08, 0.01], [0.00, 0.00, -0.01], [0.03, -0.01, 0.00], [0.04, -0.09, 0.02], [0.00, 0.01, 0.00], [0.00, 0.01, 0.00], [-0.10, -0.01, 0.10], [-0.01, -0.01, 0.00], [0.00, 0.00, 0.00], [-0.03, 0.00, 0.00], [0.02, -0.01, 0.00], [-0.01, 0.00, 0.01], [0.01, 0.02, -0.01], [0.01, 0.02, -0.01], [0.01, 0.00, 0.02], [0.01, 0.03, 0.00], [0.08, 0.03, -0.03], [0.00, 0.00, 0.00], [0.05, -0.02, 0.02], [-0.01, -0.03, 0.03], [0.00, 0.00, -0.01], [0.03, 0.03, 0.00], [0.00, 0.00, 0.00]],
  "mulliken_charge": [0.310, 0.407, -0.060, -0.437, 0.519, 0.454, -0.557, -0.700, 0.266, 0.504, 0.426, 0.413, -0.519, -0.432, -0.403, 0.374, -0.029, 0.339, -0.882, 0.340, 0.388, -0.091, 0.517, -0.717, 0.246, -0.209, -0.336, -0.212, -0.244, 0.384, 0.997, 0.085, -0.910, 0.045, 0.422, 0.423, -0.543, 0.462, -0.201, -0.528, -0.334, -0.487, -0.559, 0.416, 0.406, 0.486, 0.001, 0.389, 0.164, -0.684, 0.499, -0.010, 0.401],
  "charge": 1,
  "e_lumo_ev": -2.8,
  "multiplicity": 1,
  "homo_lumo_gap_ev": 8.307,
  "e_tot_ha": -2485.4507,
  "homo_ha": -0.4063,
  "e_above_lowest_kj_mol": 0.0
}

{
  "formula": "C21H23N3O2",
  "method": "the ωB97M-V functional and the def2-TZVPD basis",
  "symbols": ["H", "H", "H", "C", "C", "C", "H", "H", "H", "H", "N", "C", "H", "H", "C", "H", "C", "C", "H", "C", "H", "H", "C", "H", "C", "H", "C", "H", "C", "C", "H", "C", "C", "H", "H", "H", "N", "H", "H", "C", "O", "C", "C", "C", "C", "O", "C", "N", "H"],
  "positions_angstrom": [[-2.5161, -6.3191, -1.7857], [-4.1031, -2.6330, -3.2473], [-2.7396, -1.3885, -1.6492], [-0.9740, -2.4777, 0.2104], [-1.8265, 1.9864, 1.9362], [2.0874, 0.1573, 1.7916], [1.8440, 2.2733, -1.4294], [3.9733, 0.7858, 2.6107], [-0.7496, -0.6054, -0.8637], [-2.5559, 2.5422, 2.5302], [0.0964, -0.4293, 1.0069], [-0.0128, 0.3062, 2.1517], [5.2519, -0.2950, 0.7821], [-2.0494, -0.0250, 2.7460], [-1.3029, 0.7702, 2.7346], [-4.0014, -5.0926, -3.3313], [-3.3952, -4.5523, -2.6195], [1.4402, -0.5436, 0.7494], [1.1368, 5.2267, -1.7892], [-1.8344, -3.1496, -0.7921], [-1.9031, -0.5656, 0.4797], [1.5820, 4.1097, -3.0815], [-0.0954, 2.6735, 0.3735], [4.1147, -1.4976, -1.0123], [1.2400, 3.3871, 0.2960], [1.1064, 4.4279, 0.6000], [-1.7894, -4.5443, -0.8445], [1.8988, 2.9030, 1.0229], [-3.4515, -3.1681, -2.5726], [4.1732, -0.3517, 0.7943], [2.9080, 3.6272, -1.0343], [1.8642, 3.3121, -1.0953], [-2.5617, -5.2409, -1.7525], [0.0869, 3.8591, -2.1792], [-0.2115, 3.2586, 2.3178], [-2.2965, 1.6661, 1.0034], [-0.7437, 2.8642, 1.5565], [1.6516, -1.6880, -1.0680], [-1.0958, 1.0707, 3.7622], [-0.9326, -0.9507, 0.1593], [-0.5707, 2.0066, -0.5234], [-2.6772, -2.4652, -1.6681], [3.4737, 0.2537, 1.8165], [3.5238, -1.0403, -0.2323], [1.1207, 4.1835, -2.0997], [-0.3392, -3.0931, 1.0346], [2.1487, -1.1503, -0.2741], [1.1402, 0.6760, 2.6375], [-1.1336, -5.0601, -0.1589]],
  "forces_ev_per_a": [[0.01, -0.08, 0.00], [-0.05, 0.04, -0.05], [0.01, 0.14, 0.00], [0.05, 0.20, 0.19], [-0.11, -0.07, -0.06], [-0.24, -0.39, -0.63], [0.09, -0.01, 0.03], [0.06, 0.06, 0.10], [-0.15, 0.01, 0.09], [0.00, -0.10, -0.09], [0.04, -0.05, 0.11], [-0.01, -0.04, 0.32], [0.08, 0.00, 0.00], [-0.06, 0.00, 0.08], [-0.06, 0.09, -0.21], [-0.05, -0.04, -0.06], [-0.02, 0.07, -0.01], [0.59, 0.26, 0.29], [-0.01, 0.14, -0.01], [-0.20, -0.49, -0.23], [0.06, 0.03, -0.12], [-0.01, 0.06, -0.13], [0.21, 0.56, 0.29], [0.03, -0.04, -0.06], [0.24, -0.24, -0.39], [0.00, 0.01, 0.09], [0.05, 0.13, 0.07], [-0.06, 0.05, 0.09], [-0.12, -0.02, -0.12], [0.20, 0.04, 0.04], [0.01, -0.06, 0.02], [-0.17, 0.10, 0.09], [0.01, -0.03, 0.01], [-0.11, 0.02, -0.06], [0.11, -0.01, -0.14], [-0.03, 0.06, 0.17], [-0.32, 0.15, 0.27], [-0.01, -0.07, -0.10], [0.01, -0.11, -0.04], [0.16, -0.07, 0.08], [-0.06, -0.27, -0.33], [0.18, -0.04, 0.19], [-0.10, -0.01, -0.01], [0.00, -0.07, -0.14], [0.12, -0.16, 0.07], [-0.10, 0.11, -0.14], [-0.13, -0.06, -0.10], [-0.17, 0.22, 0.51], [0.04, -0.03, 0.05]],
  "mulliken_charge": [0.388, 0.383, 0.443, 0.585, -0.728, 0.117, 0.209, 0.475, 0.461, 0.343, 0.954, 0.685, 0.406, 0.240, -1.075, 0.389, -0.321, 1.028, 0.325, 0.425, 0.646, 0.369, 0.483, 0.409, -0.696, 0.461, -0.563, 0.306, -0.847, -0.494, 0.390, -0.356, -0.563, 0.299, 0.310, 0.324, -0.159, 0.427, 0.448, -1.580, -0.623, -0.177, -0.777, -0.779, -1.280, -0.613, -0.829, -0.716, 0.448],
  "smiles": "CCCC(=O)NCCc1nc2ccccc2n1CC(=O)c1ccccc1",
  "e_lumo_ev": 0.0,
  "multiplicity": 1,
  "homo_lumo_gap_ev": 8.356,
  "e_tot_ha": -1128.8368,
  "homo_ha": -0.3059,
  "e_above_lowest_kj_mol": 0.1
}